No. 1
# C35H36NO2P2Se4V

A structure of composition C35H36NO2P2Se4V (wB97M-V/def2-TZVPD, the OMol25 dataset).

Cartesian coordinates (Å):
V: 0.18 -0.54 0.08
N: 2.02 0.30 1.24
C: 1.84 0.63 2.58
C: 2.90 0.72 3.48
C: 2.67 1.09 4.79
C: 1.38 1.39 5.22
C: 0.32 1.29 4.34
C: 0.53 0.89 3.03
P: -0.79 0.66 1.79
C: -2.08 -0.38 2.54
C: -2.04 -0.96 3.80
C: -3.06 -1.81 4.20
C: -4.11 -2.08 3.35
C: -4.13 -1.55 2.07
C: -3.11 -0.70 1.66
C: -1.52 2.34 1.98
C: -2.61 2.60 2.80
C: -3.05 3.90 2.99
C: -2.40 4.95 2.35
C: -1.32 4.69 1.53
C: -0.87 3.40 1.36
H: 1.87 1.08 0.59
H: 2.93 -0.13 1.04
H: 3.90 0.50 3.13
H: 3.50 1.17 5.48
H: 1.21 1.68 6.25
H: -0.69 1.53 4.67
H: -1.20 -0.76 4.46
H: -3.03 -2.26 5.18
H: -4.92 -2.73 3.67
H: -4.94 -1.79 1.39
H: -3.09 -0.29 0.65
H: -3.13 1.78 3.29
H: -3.89 4.10 3.64
H: -2.75 5.96 2.49
H: -0.81 5.50 1.03
H: -0.01 3.20 0.73
Se: 3.35 -0.28 -1.79
P: 1.90 1.04 -2.63
Se: 0.18 1.55 -1.41
C: 1.33 0.38 -4.24
C: 2.28 -0.12 -5.12
C: 1.88 -0.66 -6.33
C: 0.53 -0.72 -6.65
C: -0.42 -0.22 -5.77
C: -0.02 0.33 -4.57
C: 2.71 2.63 -3.05
C: 4.03 2.62 -3.50
C: 4.68 3.82 -3.74
C: 4.03 5.02 -3.53
C: 2.72 5.03 -3.08
C: 2.06 3.84 -2.85
H: 3.32 -0.12 -4.85
H: 2.62 -1.06 -7.01
H: 0.22 -1.16 -7.59
H: -1.47 -0.27 -6.02
H: -0.76 0.69 -3.86
H: 4.55 1.69 -3.61
H: 5.71 3.81 -4.08
H: 4.55 5.95 -3.69
H: 2.21 5.97 -2.90
H: 1.04 3.84 -2.48
O: -3.00 -5.43 0.65
C: -1.74 -5.62 0.03
C: -1.02 -4.27 -0.14
C: 0.38 -4.56 -0.71
O: 1.19 -5.32 0.15
C: -0.97 -3.59 1.24
Se: 0.56 -2.42 1.61
C: -1.83 -3.43 -1.12
Se: -1.08 -1.67 -1.59
H: -3.42 -6.29 0.76
H: -1.87 -6.09 -0.96
H: -1.11 -6.29 0.64
H: 0.87 -3.60 -0.94
H: 0.29 -5.13 -1.64
H: 1.42 -4.73 0.89
H: -0.96 -4.35 2.03
H: -1.87 -2.98 1.37
H: -2.82 -3.24 -0.71
H: -1.92 -3.95 -2.07

## Properties
* frontier orbital gap (alpha / beta): 6.011 / 5.558 eV
* <S²>: 0.765
* HOMO level (alpha / beta): -3.551 / -3.099 eV
* 2S+1: 2
* charge: -1
* lowest unoccupied orbital energy (alpha / beta): 2.5 / 2.5 eV

Results of the Löwdin charge analysis, in e, for atoms 1 through 8: V -0.336; N -0.060; C -0.335; C -0.023; C -0.089; C -0.094; C -0.088; C -0.284

=====

No. 2
# C5H6O2

An isolated molecule of C5H6O2 (wB97M-V/def2-TZVPD, the OMol25 dataset).

Cartesian coordinates (Å):
C: 2.60 0.28 0.11
C: 1.42 0.05 0.14
C: -0.02 -0.21 0.19
C: -0.66 0.35 1.46
O: -0.64 0.45 -0.94
C: -1.10 -0.35 -1.92
O: -1.04 -1.55 -1.94
H: 3.65 0.49 0.07
H: -0.21 -1.28 0.10
H: -0.29 1.35 1.67
H: -0.43 -0.29 2.31
H: -1.74 0.39 1.33
H: -1.55 0.27 -2.70

## Properties
* frontier orbital gap: 11.365 eV
* energy relative to the best compared isomer or geometry (same formula, charge and spin): 43.33 kcal per mole
* HOMO level: -10.399 eV
* SMILES: C#C[C@@H](C)OC=O
* 2S+1: 1
* charge: 0
* lowest unoccupied orbital energy: 1.0 eV

Results of the Löwdin charge analysis, in e, for atoms 1 through 8: C 0.137; C -0.066; C -0.368; C -0.026; O -0.008; C -0.328; O 0.074; H 0.031

=====

No. 3
# C24H45Cl3N3O4SiW

A structure of composition C24H45Cl3N3O4SiW (wB97M-V/def2-TZVPD, the OMol25 dataset).

Cartesian coordinates (Å):
C: -1.27 -0.96 -3.99
C: -1.99 -0.10 -2.99
H: -1.96 -1.28 -4.78
H: -0.85 -1.85 -3.50
H: -0.43 -0.42 -4.45
C: -3.33 -0.04 -2.88
C: -4.29 -0.88 -3.64
H: -3.79 0.76 -2.30
H: -3.95 -1.92 -3.76
H: -4.48 -0.47 -4.64
H: -5.25 -0.90 -3.12
W: 0.81 -0.11 0.39
Cl: 1.70 -2.18 1.44
C: -0.01 2.85 1.39
O: -0.05 1.59 1.33
N: -0.66 3.50 2.36
C: -1.46 2.74 3.32
C: -0.75 4.95 2.39
H: 0.54 3.46 0.65
H: -0.97 1.78 3.54
H: -2.47 2.55 2.93
H: -1.54 3.35 4.22
H: -0.12 5.37 1.60
H: -0.42 5.32 3.36
H: -1.79 5.28 2.23
H: 4.19 0.28 5.07
H: 6.39 -0.08 3.23
C: 3.76 -0.45 4.37
C: 5.64 -0.72 2.75
N: 4.29 -0.25 3.03
H: 2.67 -0.37 4.37
C: 3.59 0.37 2.06
O: 2.35 0.58 2.15
H: 5.80 -0.70 1.66
H: 4.17 0.66 1.17
H: 4.07 -1.45 4.71
H: 5.76 -1.74 3.11
H: -1.90 -2.16 -1.01
H: -4.66 -1.11 -0.24
C: -2.21 -2.58 -0.04
C: -4.30 -1.46 0.74
N: -2.85 -1.52 0.75
H: -1.34 -2.98 0.48
C: -2.12 -0.80 1.64
O: -0.88 -0.95 1.78
H: -4.65 -0.77 1.51
H: -2.69 -0.05 2.22
H: -2.96 -3.36 -0.21
H: -4.72 -2.46 0.92
O: -0.66 -0.19 -1.04
C: -1.08 0.69 -2.05
C: -2.70 1.56 -0.36
C: -1.77 1.85 -1.35
H: -2.91 0.50 -0.18
C: -3.37 2.58 0.31
H: -0.21 1.04 -2.62
C: -1.42 3.18 -1.63
H: -4.12 2.33 1.06
C: -3.08 3.91 -0.03
C: -2.10 4.20 -0.98
H: -0.63 3.36 -2.37
H: -3.65 4.71 0.45
H: -1.88 5.24 -1.23
Si: 2.78 -3.35 -1.53
Cl: 1.13 -1.95 -1.67
C: 2.22 -4.72 -0.40
C: 4.19 -2.28 -0.95
C: 3.09 -3.98 -3.26
H: 1.14 -4.68 -0.20
H: 2.75 -4.68 0.56
H: 2.45 -5.69 -0.87
H: 2.38 -4.78 -3.54
H: 4.10 -4.41 -3.33
H: 3.01 -3.17 -4.00
H: 3.86 -1.47 -0.30
H: 4.68 -1.83 -1.83
H: 4.94 -2.87 -0.40
Cl: 2.85 0.92 -1.96
C: 1.84 1.48 -0.63
H: 2.47 2.04 0.08
H: 1.05 2.13 -1.04

## Properties
* frontier orbital gap (alpha / beta): 4.136 / 4.123 eV
* HOMO level (alpha / beta): -16.485 / -16.484 eV
* 2S+1: 1
* charge: +3
* lowest unoccupied orbital energy (alpha / beta): -12.3 / -12.4 eV

Results of the Löwdin charge analysis, in e, for atoms 1 through 8: C -0.039; C -0.235; H 0.096; H 0.048; H 0.102; C -0.089; C -0.065; H 0.111

=====

No. 4
# C2H4N2O2

An isolated molecule of C2H4N2O2 (wB97M-V/def2-TZVPD, the OMol25 dataset).

Cartesian coordinates (Å):
O: -0.27 -1.97 -0.64
C: -1.02 -1.25 -0.06
N: -0.90 0.05 0.30
N: 0.01 1.04 -0.45
C: 1.38 0.78 -0.27
O: 0.77 1.68 0.56
H: -1.85 -1.72 0.44
H: -1.57 0.51 0.83
H: 1.37 -0.20 0.27
H: 2.08 1.08 -0.99

## Properties
* frontier orbital gap: 11.063 eV
* energy relative to the best compared isomer or geometry (same formula, charge and spin): 123.21 kcal per mole
* HOMO level: -10.130 eV
* SMILES: O=CNN1CO1
* 2S+1: 1
* charge: 0
* lowest unoccupied orbital energy: 0.9 eV

Results of the Löwdin charge analysis, in e, for atoms 1 through 8: O 0.041; C -0.396; N 0.088; N 0.005; C -0.189; O -0.022; H 0.122; H 0.108

=====

No. 5
# C13H27N5O4RuTe

A structure of composition C13H27N5O4RuTe (wB97M-V/def2-TZVPD, the OMol25 dataset).

Cartesian coordinates (Å):
Ru: 0.55 0.12 -0.19
C: 4.07 2.53 -0.25
C: 2.68 2.00 -0.26
N: 2.41 0.75 -0.21
O: 3.46 -0.16 -0.13
C: 1.50 2.85 -0.30
C: 1.61 4.34 -0.29
N: 0.37 2.21 -0.31
O: -0.71 2.96 -0.30
H: 4.72 1.93 -0.89
H: 4.48 2.52 0.77
H: 4.10 3.56 -0.59
H: 4.08 0.17 0.54
H: 2.27 4.67 0.52
H: 0.63 4.79 -0.14
H: 2.02 4.72 -1.23
N: 0.56 0.34 2.89
C: 0.56 0.26 1.73
C: -3.28 4.15 -0.44
Te: -2.91 2.08 -0.47
C: -2.67 1.87 1.62
H: -2.42 4.62 0.02
H: -4.18 4.34 0.12
H: -3.40 4.49 -1.47
H: -3.64 1.91 2.11
H: -2.03 2.69 1.94
H: -2.16 0.93 1.82
N: -0.09 -4.39 -0.70
C: 0.50 -4.23 0.63
C: 0.55 -2.74 0.93
N: 1.15 -1.94 -0.16
C: 0.91 -2.40 -1.56
C: 0.85 -3.90 -1.71
H: -1.45 -3.33 -0.65
H: -0.33 -5.36 -0.87
H: 1.51 -4.67 0.67
H: -0.12 -4.72 1.38
H: 1.12 -2.53 1.83
H: -0.46 -2.38 1.12
H: 2.15 -1.91 -0.02
H: 1.70 -1.97 -2.18
H: -0.05 -1.99 -1.89
H: 1.85 -4.35 -1.57
H: 0.50 -4.16 -2.71
C: -3.87 -1.36 0.34
C: -2.48 -1.65 -0.16
O: -2.37 -2.92 -0.46
O: -1.60 -0.81 -0.26
H: -4.59 -1.63 -0.43
H: -4.00 -0.32 0.61
H: -4.07 -1.99 1.20

## Properties
* frontier orbital gap (alpha / beta): 7.309 / 7.256 eV
* <S²>: 0.756
* energy relative to the best compared isomer or geometry (same formula, charge and spin): 32.40 kcal per mole
* HOMO level (alpha / beta): -10.398 / -10.930 eV
* 2S+1: 2
* charge: +1
* lowest unoccupied orbital energy (alpha / beta): -3.1 / -3.7 eV

Results of the Löwdin charge analysis, in e, for atoms 1 through 8: Ru 1.052; C 0.009; C -0.249; N -0.157; O -0.018; C -0.263; C -0.007; N -0.174

=====

No. 6
# CH6OS

A cluster of 2 separate species, CH6OS in total (wB97M-V/def2-TZVPD, the OMol25 dataset).

Cartesian coordinates (Å):
C: 0.76 -1.16 -0.60
O: -0.14 -0.79 0.59
H: 1.76 -0.79 -0.34
H: 0.80 -2.27 -0.56
H: 0.17 -0.90 -1.48
H: -0.28 -1.66 1.08
S: -0.93 3.04 0.06
H: -0.46 1.77 0.09
H: -1.68 2.75 1.16

## Properties
* frontier orbital gap: 10.190 eV
* energy relative to the best compared isomer or geometry (same formula, charge and spin): 20.77 kcal per mole
* HOMO level: -9.430 eV
* SMILES: CO.S
* 2S+1: 1
* charge: 0
* lowest unoccupied orbital energy: 0.8 eV

Results of the Löwdin charge analysis, in e, for atoms 1 through 8: C -0.088; O -0.218; H 0.075; H 0.072; H 0.072; H 0.092; S 0.453; H -0.253

=====

No. 7
# C5H9NO

An isolated molecule of C5H9NO (wB97M-V/def2-TZVPD, the OMol25 dataset).

Cartesian coordinates (Å):
C: -1.24 1.27 0.98
C: -1.30 -0.23 0.80
O: -2.11 -0.92 1.38
C: -0.52 -0.94 -0.34
C: 0.75 -1.23 0.38
N: 0.76 -0.54 -0.82
C: 1.53 0.34 -1.67
H: -1.65 1.54 1.96
H: -0.27 1.76 0.84
H: -1.93 1.63 0.21
H: -1.15 -1.57 -0.95
H: 1.40 -2.08 0.59
H: 0.33 -0.60 1.43
H: 1.82 1.29 -1.20
H: 0.94 0.56 -2.57
H: 2.44 -0.18 -2.01

## Properties
* frontier orbital gap: 9.218 eV
* energy relative to the best compared isomer or geometry (same formula, charge and spin): 101.76 kcal per mole
* HOMO level: -8.364 eV
* SMILES: CC(=O)[C@@H]1CN1C
* 2S+1: 1
* charge: 0
* lowest unoccupied orbital energy: 0.9 eV

Results of the Löwdin charge analysis, in e, for atoms 1 through 8: C -0.009; C -0.490; O 0.065; C -0.187; C -0.098; N -0.132; C -0.065; H 0.086

=====

No. 8
# C7H20AuClIrSi

A structure of composition C7H20AuClIrSi (wB97M-V/def2-TZVPD, the OMol25 dataset).

Cartesian coordinates (Å):
Au: -3.05 -0.40 -1.66
Cl: -4.43 0.73 -0.23
C: -2.00 -2.00 -2.24
C: -3.87 1.38 -2.68
H: -2.05 -2.05 -3.33
H: -0.96 -1.99 -1.86
H: -2.57 -2.82 -1.78
H: -3.88 1.09 -3.75
H: -3.16 2.19 -2.51
H: -4.88 1.70 -2.37
Ir: 0.55 1.01 0.25
C: 0.15 2.98 0.32
C: 1.92 0.01 -0.64
H: -0.26 3.24 -0.69
H: -0.57 3.21 1.12
H: 1.12 3.50 0.49
H: 2.86 0.57 -0.84
H: 1.75 -0.72 -1.46
C: 0.99 -2.30 1.08
Si: 1.86 -0.64 1.19
C: 0.78 0.33 2.48
C: 3.62 -0.63 1.82
H: 0.04 -2.21 0.53
H: 0.77 -2.68 2.08
H: 1.63 -3.02 0.55
H: 0.43 -0.53 3.08
H: 1.38 1.05 3.07
H: -0.14 0.87 2.14
H: 3.85 -1.50 2.46
H: 4.30 -0.64 0.96
H: 3.82 0.28 2.42

## Properties
* frontier orbital gap (alpha / beta): 4.762 / 6.415 eV
* <S²>: 15.767
* HOMO level (alpha / beta): -4.288 / -9.347 eV
* 2S+1: 8
* charge: 0
* lowest unoccupied orbital energy (alpha / beta): 0.5 / -2.9 eV

Results of the Löwdin charge analysis, in e, for atoms 1 through 8: Au 0.632; Cl -0.073; C -0.260; C -0.336; H 0.013; H -0.015; H -0.002; H -0.006